{
  "formula": "C36H34AgN2O2S2",
  "method": "ωB97M-V/def2-TZVPD",
  "homo_lumo_gap_ha": 0.30812,
  "largest_force_ev_per_a": 0.35,
  "charge": 1,
  "total_energy_ev": -70624.094,
  "lumo_ev": -2.3,
  "homo_ev": -10.70,
  "symbols": ["Ag", "C", "C", "C", "C", "C", "C", "C", "S", "O", "C", "C", "C", "C", "C", "C", "C", "C", "C", "C", "C", "C", "C", "C", "C", "C", "C", "C", "C", "C", "S", "O", "C", "C", "C", "C", "C", "C", "C", "H", "H", "H", "H", "H", "H", "H", "H", "H", "H", "H", "H", "H", "H", "H", "H", "H", "H", "H", "H", "H", "H", "H", "H", "H", "H", "N", "C", "C", "N", "H", "H", "H", "H", "H", "H", "H", "H"],
  "xyz": [[2.435, -0.781, 1.555], [-3.211, 5.128, 4.890], [-2.431, 3.982, 4.315], [-1.557, 4.185, 3.245], [-0.815, 3.144, 2.720], [-0.953, 1.876, 3.269], [-1.785, 1.654, 4.353], [-2.530, 2.707, 4.862], [0.008, 0.531, 2.614], [1.203, 1.169, 1.951], [-1.132, -0.056, 1.339], [-2.262, -0.701, 1.903], [-3.243, -1.200, 1.108], [-3.165, -1.058, -0.300], [-4.205, -1.515, -1.143], [-4.140, -1.326, -2.493], [-3.026, -0.673, -3.059], [-1.995, -0.245, -2.271], [-2.031, -0.432, -0.866], [-0.971, 0.037, -0.018], [0.222, 0.626, -0.695], [0.236, 2.030, -0.972], [-0.863, 2.862, -0.651], [-0.834, 4.197, -0.940], [0.298, 4.770, -1.554], [1.367, 3.987, -1.886], [1.354, 2.599, -1.619], [2.434, 1.764, -2.013], [2.376, 0.423, -1.813], [1.251, -0.147, -1.165], [1.278, -1.923, -0.918], [2.673, -2.195, -0.395], [1.278, -2.490, -2.601], [0.064, -2.821, -3.183], [0.046, -3.269, -4.494], [1.225, -3.406, -5.221], [1.201, -3.869, -6.648], [2.434, -3.100, -4.596], [2.471, -2.644, -3.290], [-3.486, 5.844, 4.116], [-2.616, 5.662, 5.633], [-4.122, 4.785, 5.379], [-1.456, 5.178, 2.824], [-0.119, 3.307, 1.909], [-1.849, 0.673, 4.809], [-3.186, 2.536, 5.706], [-2.340, -0.799, 2.979], [-4.102, -1.696, 1.541], [-5.060, -2.004, -0.693], [-4.945, -1.666, -3.130], [-2.988, -0.509, -4.128], [-1.146, 0.250, -2.723], [-1.737, 2.433, -0.178], [-1.686, 4.820, -0.700], [0.313, 5.830, -1.770], [2.234, 4.415, -2.372], [3.289, 2.212, -2.503], [3.183, -0.224, -2.131], [-0.857, -2.745, -2.619], [-0.899, -3.534, -4.953], [0.289, -4.422, -6.871], [2.054, -4.509, -6.871], [1.246, -3.015, -7.327], [3.361, -3.232, -5.140], [3.410, -2.434, -2.795], [1.660, -2.762, 2.661], [2.911, -3.395, 3.097], [3.796, -2.406, 3.840], [4.266, -1.334, 2.949], [1.038, -2.597, 3.443], [1.169, -3.348, 1.997], [3.429, -3.747, 2.202], [2.740, -4.266, 3.736], [4.624, -2.950, 4.303], [3.228, -1.942, 4.649], [5.004, -1.671, 2.340], [4.647, -0.558, 3.475]],
  "forces_ev_per_a": [[0.30, 0.16, 0.08], [-0.04, 0.06, 0.01], [0.05, 0.02, -0.06], [-0.04, -0.01, 0.05], [0.02, -0.04, 0.00], [0.01, 0.13, -0.07], [-0.03, -0.01, 0.02], [0.00, -0.05, 0.02], [-0.10, 0.05, -0.04], [0.02, -0.20, -0.08], [-0.08, -0.05, 0.11], [-0.05, -0.05, -0.06], [0.04, 0.01, 0.01], [-0.03, -0.02, 0.05], [0.00, 0.00, -0.02], [0.00, -0.01, 0.02], [0.00, 0.00, -0.01], [0.01, -0.01, -0.01], [0.02, 0.03, -0.02], [-0.02, -0.06, -0.03], [-0.03, 0.16, -0.04], [-0.03, -0.04, 0.02], [-0.02, 0.01, 0.02], [0.00, 0.01, 0.00], [0.02, -0.01, 0.00], [-0.01, 0.02, 0.00], [0.05, 0.01, -0.02], [-0.02, -0.02, 0.00], [0.01, 0.00, 0.01], [0.09, 0.02, -0.06], [-0.16, -0.01, 0.03], [-0.01, 0.02, 0.07], [-0.04, 0.04, -0.02], [0.00, -0.04, -0.02], [0.01, 0.00, -0.01], [-0.03, 0.01, 0.04], [0.00, -0.03, -0.05], [0.03, 0.00, 0.01], [0.01, 0.00, -0.03], [0.00, 0.00, 0.00], [0.00, -0.01, 0.00], [0.00, -0.01, 0.01], [0.01, 0.00, -0.01], [0.01, -0.01, -0.03], [0.00, 0.00, 0.00], [-0.01, 0.00, 0.00], [0.01, 0.01, 0.02], [-0.01, 0.00, 0.00], [-0.01, 0.00, 0.00], [0.00, 0.00, -0.01], [0.00, 0.00, 0.00], [0.01, 0.00, 0.00], [0.00, -0.01, 0.01], [0.00, 0.00, 0.01], [0.00, 0.01, 0.00], [0.01, 0.00, 0.00], [0.01, 0.00, 0.00], [0.00, 0.03, 0.02], [-0.01, 0.03, 0.02], [0.00, 0.00, 0.00], [0.00, 0.00, 0.00], [0.00, 0.00, 0.01], [0.00, 0.01, 0.00], [0.01, 0.00, 0.00], [0.00, -0.03, 0.00], [-0.08, 0.03, 0.00], [0.03, -0.09, 0.02], [0.04, -0.03, 0.07], [0.02, 0.01, -0.11], [0.01, -0.05, 0.02], [0.01, -0.01, 0.00], [0.00, 0.02, 0.00], [-0.01, 0.03, 0.01], [0.00, 0.00, -0.02], [-0.02, 0.00, -0.02], [0.02, -0.03, 0.04], [0.00, -0.01, 0.02]],
  "mulliken_charge": [0.690, -1.471, 0.920, -0.996, -0.507, 0.309, -0.272, -0.938, 0.826, -0.781, 2.462, -1.475, -1.276, 0.670, -0.991, -0.667, -0.941, -0.550, 0.840, -0.892, 0.263, 1.176, -1.033, -0.825, -0.716, -1.000, 0.767, -1.280, -1.034, 0.721, 0.877, -0.758, 0.189, -0.206, -1.014, 1.001, -1.505, -0.917, -0.390, 0.378, 0.300, 0.384, 0.417, 0.691, 0.465, 0.388, 0.347, 0.428, 0.451, 0.439, 0.491, 0.533, 0.567, 0.490, 0.434, 0.458, 0.435, 0.446, 0.671, 0.372, 0.370, 0.392, 0.295, 0.393, 0.464, -0.412, -0.591, -0.538, -0.490, 0.189, 0.168, 0.327, 0.394, 0.375, 0.340, 0.231, 0.233]
}